i.
Entry from the OMol25 dataset: 3 unconnected molecules or ions with the total composition C4H15NO2S (ωB97M-V/def2-TZVPD).

```
! wB97M-V def2-TZVPD RIJCOSX def2/J DEFGRID3
* xyz 0 1
C -1.438 0.060 2.461
N -0.120 0.678 2.340
C 0.144 1.292 1.050
C -1.010 2.036 0.349
C -1.590 1.239 -0.840
S -1.024 1.893 -2.442
H -2.248 0.785 2.150
H -1.653 0.060 3.542
H -1.634 -0.859 1.960
H 0.065 1.293 3.115
H 0.334 0.317 0.428
H 1.097 1.827 0.998
H -0.548 2.999 0.025
H -1.682 2.584 1.016
H -2.673 1.167 -0.736
H -1.239 0.176 -0.952
H 0.197 1.353 -2.256
O 2.180 -2.816 0.859
H 2.609 -2.692 1.713
H 1.605 -2.044 0.795
O 2.858 -4.633 -1.522
H 2.524 -3.958 -0.897
H 2.945 -5.345 -0.875
*
```

Output
HOMO level (eV): -8.90
SMILES string: CNCCCS.O.O
HOMO-LUMO gap (eV): 9.416

Mulliken population analysis, charges in e, atoms 1 to 4:
1. C -0.8970
2. N -0.3361
3. C -0.3496
4. C -0.7070


ii.
Entry from the OMol25 dataset: 3 unconnected molecules or ions with the total composition C4H15NO2S (ωB97M-V/def2-TZVPD).

```
! wB97M-V def2-TZVPD RIJCOSX def2/J DEFGRID3
* xyz 0 1
C 0.251 -1.343 -0.529
S 0.338 -1.309 1.250
C -0.192 0.329 1.952
C 0.284 1.398 1.016
C -0.736 2.440 0.555
N -0.262 3.598 -0.188
H -0.664 -1.019 -0.921
H 0.420 -2.351 -0.864
H 1.097 -0.667 -1.007
H 0.385 0.311 2.833
H -1.271 0.142 2.138
H 1.035 1.210 0.247
H 0.967 1.990 1.518
H -1.556 1.835 0.009
H -1.345 2.902 1.447
H 0.026 4.414 0.258
H 0.381 3.564 -0.914
O -3.874 -3.037 -0.383
H -3.250 -2.561 -0.899
H -3.530 -3.216 0.529
O 3.745 -0.410 -3.864
H 3.720 -0.633 -2.913
H 3.405 0.467 -4.134
*
```

Output
HOMO level (eV): -8.59
SMILES string: CSCCCN.O.O
HOMO-LUMO gap (eV): 8.979

Mulliken population analysis, charges in e, atoms 1 to 4:
1. C -0.7044
2. S -0.1499
3. C -0.5043
4. C -0.7749


iii.
Entry from the OMol25 dataset: 3 unconnected molecules or ions with the total composition C4H15NO2S (ωB97M-V/def2-TZVPD).

```
! wB97M-V def2-TZVPD RIJCOSX def2/J DEFGRID3
* xyz 0 1
C 1.064 0.418 -2.240
C -0.118 -0.423 -1.533
N -0.242 -0.555 -0.085
C -1.548 -1.195 0.255
C -1.779 -0.979 1.897
S -2.467 0.684 2.027
H 0.832 0.731 -3.271
H 2.045 -0.107 -2.315
H 1.088 1.123 -1.563
H -1.055 -0.037 -1.913
H -0.036 -1.447 -1.899
H -0.200 0.439 0.384
H -2.487 -0.944 -0.314
H -1.490 -2.243 0.138
H -0.737 -1.311 2.268
H -2.434 -1.706 2.192
H -1.564 1.534 2.537
O 1.057 3.942 -0.008
H 1.324 4.518 -0.803
H 1.842 3.421 0.105
O 2.518 -1.928 1.705
H 2.274 -2.743 1.203
H 2.114 -1.192 1.234
*
```

Output
HOMO level (eV): -8.98
SMILES string: CCNCCS.O.O
HOMO-LUMO gap (eV): 9.514

Mulliken population analysis, charges in e, atoms 1 to 4:
1. C -0.8598
2. C -0.5874
3. N -0.0628
4. C -0.7944


Most stable = i


i.
Entry from the OMol25 dataset: 2 unconnected molecules or ions with the total composition C3H10P2 (ωB97M-V/def2-TZVPD).

```
! wB97M-V def2-TZVPD RIJCOSX def2/J DEFGRID3
* xyz 0 1
C -2.674 0.072 -1.209
C 0.054 -1.495 0.979
C 0.049 1.293 0.825
P 2.510 -0.086 -0.539
P 0.249 -0.089 -0.315
H -3.096 0.710 -1.909
H -2.148 -0.822 -1.881
H 0.969 -1.596 1.392
H -0.733 -1.050 1.655
H -0.229 -2.325 0.462
H 0.158 2.333 0.460
H -0.962 1.276 1.425
H 0.749 1.308 1.542
H 2.716 1.297 -1.147
H 2.387 -0.824 -1.741
*
```

Output
HOMO level (spin up / spin down) (eV): -8.27 / -8.15
HOMO-LUMO gap (spin up / spin down) (eV): 7.515 / 7.460

Mulliken population analysis, charges in e, atoms 1 to 4:
1. C -0.4235
2. C -1.0929
3. C -1.2413
4. P -0.2419


ii.
Entry from the OMol25 dataset: C3H10P2 in the gas phase (ωB97M-V/def2-TZVPD).

```
! wB97M-V def2-TZVPD RIJCOSX def2/J DEFGRID3
* xyz 0 1
C 1.333 -0.768 -1.475
C -0.065 -0.584 -0.906
P -0.484 1.122 -0.228
C 0.593 0.619 1.618
P -2.415 0.391 0.341
H 1.935 -0.631 -0.604
H 1.444 -1.657 -1.986
H 1.618 -0.002 -2.180
H -0.195 -1.372 -0.255
H -0.731 -0.620 -1.760
H 1.523 0.181 1.062
H -0.043 -0.153 2.008
H 0.918 1.511 2.225
H -2.469 0.312 1.624
H -2.962 1.650 0.516
*
```

Output
HOMO level (eV): -9.07
SMILES string: CCP(C)#[PH2]
HOMO-LUMO gap (eV): 9.989

Mulliken population analysis, charges in e, atoms 1 to 4:
1. C -1.1848
2. C -0.7957
3. P 0.1756
4. C -0.8562


Most stable = ii


i.
Entry from the OMol25 dataset: a molecular structure, C5H13NP (ωB97M-V/def2-TZVPD).

```
! wB97M-V def2-TZVPD RIJCOSX def2/J DEFGRID3
* xyz 1 3
C -0.500 1.276 -0.483
C -1.512 3.056 -0.588
C -0.121 0.162 0.219
C 1.803 -1.340 0.480
C -0.136 -2.027 -0.820
N 0.689 -0.902 -0.415
P -0.812 -0.138 1.876
H -0.374 1.194 -1.594
H -1.694 3.237 0.480
H -2.369 3.006 -1.223
H -0.628 3.686 -0.990
H 2.669 -1.806 0.020
H 1.980 -0.411 1.069
H 1.215 -1.957 1.083
H -0.610 -1.953 -1.728
H 0.521 -2.927 -1.102
H -0.915 -2.375 -0.015
H 1.072 -0.450 -1.186
H -0.627 1.205 2.419
H 0.349 -0.533 2.498
*
```

Output
<S²>: 2.012
HOMO level (spin up / spin down) (eV): -8.15 / -13.36
HOMO-LUMO gap (spin up / spin down) (eV): 4.429 / 5.547

Mulliken population analysis, charges in e, atoms 1 to 4:
1. C -0.8984
2. C -1.0359
3. C 0.5679
4. C -1.0013


ii.
Entry from the OMol25 dataset: 2 unconnected molecules or ions with the total composition C5H13NP (ωB97M-V/def2-TZVPD).

```
! wB97M-V def2-TZVPD RIJCOSX def2/J DEFGRID3
* xyz 1 3
C 0.252 0.400 -1.637
C -2.504 -1.574 0.068
C 2.773 1.028 1.378
C -2.318 -0.381 -0.711
C 1.268 1.262 1.520
N -0.395 0.257 -0.550
P 0.152 -0.152 1.060
H 1.253 0.769 -1.654
H -0.180 0.473 -2.718
H -3.364 -2.037 -0.517
H -1.623 -2.172 0.109
H -2.713 -1.374 1.101
H 3.481 1.815 1.861
H 3.212 0.202 1.928
H 3.246 0.799 0.353
H -2.931 0.323 -0.394
H -2.235 -0.531 -1.754
H 1.063 2.274 1.192
H 1.100 1.342 2.690
H -0.976 0.383 1.460
*
```

Output
<S²>: 2.010
HOMO level (spin up / spin down) (eV): -10.51 / -14.58
HOMO-LUMO gap (spin up / spin down) (eV): 6.552 / 6.348

Mulliken population analysis, charges in e, atoms 1 to 4:
1. C -0.4833
2. C -0.9901
3. C -1.1468
4. C -0.3532


Most stable = ii


i.
Entry from the OMol25 dataset: a molecular structure, C41H32Br4N2O4PS2Zr (ωB97M-V/def2-TZVPD).

```
! wB97M-V def2-TZVPD RIJCOSX def2/J DEFGRID3
* xyz -1 1
Zr -0.803 0.124 -0.143
C -0.514 -1.668 -2.982
N -1.651 -1.043 -2.285
C -2.192 0.028 -3.136
C -3.151 0.917 -2.353
N -2.408 1.706 -1.370
C -1.802 2.881 -2.012
C -3.235 2.189 -0.288
C -4.595 2.419 -0.435
C -5.349 2.920 0.614
C -4.740 3.199 1.825
C -3.383 3.007 1.977
C -2.602 2.506 0.932
S -0.872 2.393 1.126
C -2.678 -2.043 -2.038
C -2.994 -2.984 -3.011
C -3.948 -3.959 -2.788
C -4.613 -3.999 -1.571
C -4.340 -3.055 -0.608
C -3.371 -2.062 -0.814
S -3.118 -0.883 0.437
H -0.714 -1.812 -4.052
H -0.308 -2.639 -2.532
H 0.374 -1.043 -2.887
H -2.724 -0.400 -4.003
H -1.350 0.619 -3.512
H -3.877 0.294 -1.820
H -3.696 1.559 -3.063
H -1.119 2.592 -2.811
H -1.230 3.436 -1.264
H -2.586 3.529 -2.437
H -5.096 2.213 -1.371
H -6.406 3.093 0.476
H -5.327 3.585 2.647
H -2.892 3.239 2.910
H -2.495 -2.967 -3.971
H -4.153 -4.688 -3.556
H -5.341 -4.773 -1.377
H -4.852 -3.062 0.343
Br 1.420 -6.187 1.671
C 0.733 -4.435 1.739
C 0.174 -3.937 2.900
Br 0.022 -5.053 4.409
C -0.277 -2.616 2.954
Br -0.979 -1.900 4.560
C -0.213 -1.787 1.838
O -0.609 -0.546 1.786
C 0.310 -2.330 0.619
O 0.299 -1.541 -0.423
C 0.800 -3.625 0.609
Br 1.527 -4.281 -1.003
O 1.059 1.257 -3.497
C 1.263 1.319 -2.287
O 0.355 1.108 -1.410
C 2.618 1.712 -1.753
C 3.482 2.389 -2.609
C 4.704 2.849 -2.164
C 5.091 2.590 -0.857
C 4.260 1.878 -0.013
C 3.004 1.450 -0.437
P 1.922 0.527 0.740
C 2.068 1.634 2.191
C 2.227 3.006 1.995
C 2.199 3.878 3.065
C 2.009 3.397 4.348
C 1.768 2.049 4.545
C 1.766 1.176 3.472
C 3.115 -0.851 1.016
C 3.486 -1.391 2.243
C 4.272 -2.531 2.295
C 4.707 -3.141 1.132
C 4.327 -2.622 -0.096
C 3.528 -1.499 -0.152
H 3.163 2.554 -3.627
H 5.347 3.410 -2.829
H 6.047 2.946 -0.500
H 4.574 1.670 1.002
H 2.340 3.400 0.994
H 2.309 4.940 2.896
H 2.020 4.076 5.188
H 1.552 1.683 5.538
H 1.487 0.144 3.637
H 3.170 -0.932 3.168
H 4.538 -2.950 3.256
H 5.333 -4.019 1.179
H 4.637 -3.111 -1.007
H 3.200 -1.123 -1.115
*
```

Output
HOMO level (eV): -4.70
HOMO-LUMO gap (eV): 7.008

Mulliken population analysis, charges in e, atoms 1 to 4:
1. Zr -0.5414
2. C -1.1145
3. N 1.5372
4. C -1.1101


ii.
Entry from the OMol25 dataset: a molecular structure, C41H32Br4N2O4PS2Zr (ωB97M-V/def2-TZVPD).

```
! wB97M-V def2-TZVPD RIJCOSX def2/J DEFGRID3
* xyz -1 1
Zr 0.169 -0.096 0.854
C -1.684 1.306 3.331
N -0.702 1.828 2.350
C 0.457 2.359 3.111
C 1.797 2.271 2.404
N 2.212 0.878 2.107
C 2.451 0.149 3.373
C 3.493 0.933 1.387
C 4.608 1.484 2.010
C 5.843 1.524 1.387
C 5.966 1.012 0.101
C 4.871 0.464 -0.528
C 3.611 0.406 0.095
S 2.304 -0.367 -0.732
C -1.302 2.872 1.521
C -2.309 3.691 2.019
C -2.930 4.638 1.222
C -2.517 4.810 -0.090
C -1.480 4.039 -0.582
C -0.868 3.054 0.200
S 0.420 2.093 -0.497
H -1.809 1.997 4.173
H -1.340 0.351 3.713
H -2.639 1.163 2.837
H 0.512 1.808 4.051
H 0.284 3.412 3.362
H 2.540 2.758 3.049
H 1.769 2.812 1.464
H 3.155 0.683 4.019
H 2.873 -0.828 3.143
H 1.528 0.007 3.919
H 4.525 1.884 3.014
H 6.696 1.951 1.899
H 6.927 1.035 -0.399
H 4.948 0.052 -1.527
H -2.648 3.580 3.040
H -3.744 5.226 1.625
H -3.003 5.538 -0.728
H -1.118 4.174 -1.595
Br 2.773 -6.284 2.765
C 1.850 -4.637 2.774
C 1.435 -4.080 3.973
Br 1.770 -4.950 5.614
C 0.775 -2.845 3.960
Br 0.216 -1.994 5.559
C 0.506 -2.184 2.775
O -0.046 -0.987 2.680
C 0.882 -2.780 1.540
O 0.554 -2.095 0.476
C 1.585 -3.981 1.563
Br 2.284 -4.630 -0.066
O -3.779 0.959 1.009
C -3.026 0.377 0.249
O -1.877 -0.135 0.577
C -3.440 0.177 -1.185
C -4.764 0.452 -1.519
C -5.215 0.274 -2.812
C -4.338 -0.186 -3.786
C -3.020 -0.451 -3.465
C -2.549 -0.268 -2.163
P -0.783 -0.674 -1.798
C -0.044 -0.015 -3.349
C 0.916 -0.609 -4.159
C 1.495 0.099 -5.204
C 1.148 1.417 -5.442
C 0.208 2.032 -4.624
C -0.376 1.324 -3.590
C -1.065 -2.500 -1.923
C -1.974 -3.035 -1.002
C -2.163 -4.401 -0.900
C -1.461 -5.269 -1.725
C -0.581 -4.751 -2.656
C -0.376 -3.381 -2.746
H -5.421 0.803 -0.734
H -6.247 0.493 -3.058
H -4.688 -0.335 -4.801
H -2.341 -0.802 -4.231
H 1.250 -1.619 -3.979
H 2.232 -0.388 -5.831
H 1.615 1.969 -6.248
H -0.057 3.070 -4.780
H -1.097 1.818 -2.953
H -2.520 -2.380 -0.339
H -2.851 -4.792 -0.160
H -1.589 -6.340 -1.629
H -0.013 -5.420 -3.291
H 0.341 -3.015 -3.465
*
```

Output
HOMO level (eV): -4.55
HOMO-LUMO gap (eV): 6.808

Mulliken population analysis, charges in e, atoms 1 to 4:
1. Zr 0.1601
2. C -1.3184
3. N 2.0516
4. C -1.4091


Most stable = i


i.
Entry from the OMol25 dataset: 12 unconnected molecules or ions with the total composition H26NO11 (ωB97M-V/def2-TZVPD).

```
! wB97M-V def2-TZVPD RIJCOSX def2/J DEFGRID3
* xyz 1 1
N 0.282 0.593 0.228
H 0.136 1.338 -0.400
H -0.569 0.003 0.242
H 0.333 1.000 1.178
H 1.044 0.015 -0.022
O -0.504 -2.345 -0.692
H -0.660 -2.910 0.062
H 0.078 -2.873 -1.174
O -3.333 -0.985 -0.309
H -3.961 -0.328 -0.669
H -3.312 -0.715 0.602
O 2.869 2.000 -0.741
H 3.407 1.294 -0.429
H 3.478 2.586 -1.185
O -1.710 0.586 -2.073
H -0.869 0.599 -2.430
H -1.834 -0.300 -1.863
O 3.726 -0.549 0.290
H 4.660 -0.683 0.417
H 3.283 -1.148 0.932
O -3.493 -0.380 2.135
H -2.555 -0.427 2.376
H -3.850 0.492 2.156
O -0.785 -1.147 2.910
H -1.005 -1.746 3.614
H 0.107 -1.479 2.768
O 1.681 -1.567 1.804
H 1.786 -2.194 1.059
H 2.128 -2.054 2.483
O 0.757 -0.458 -2.788
H 1.640 -0.104 -2.990
H 0.896 -1.390 -2.678
O -2.080 2.238 0.953
H -3.042 2.125 1.037
H -2.067 2.831 0.187
O 0.743 2.864 -2.223
H 1.045 2.530 -3.117
H 1.549 2.690 -1.648
*
```

Output
HOMO level (eV): -13.05
HOMO-LUMO gap (eV): 9.540

Mulliken population analysis, charges in e, atoms 1 to 4:
1. N 0.0263
2. H 0.1768
3. H 0.0669
4. H 0.4036


ii.
Entry from the OMol25 dataset: 12 unconnected molecules or ions with the total composition H26NO11 (ωB97M-V/def2-TZVPD).

```
! wB97M-V def2-TZVPD RIJCOSX def2/J DEFGRID3
* xyz 1 1
N -0.021 0.295 0.170
H -0.558 -0.485 0.700
H 0.281 1.071 0.791
H -0.881 0.731 -0.416
H 0.651 -0.091 -0.451
O -3.224 1.181 1.494
H -4.004 1.467 2.015
H -3.516 0.908 0.561
O 2.589 0.093 -1.833
H 2.812 0.361 -2.814
H 3.568 0.195 -1.514
O -1.003 3.240 -1.267
H -0.003 3.152 -1.188
H -1.367 3.264 -2.115
O 2.075 2.127 2.200
H 2.244 3.017 1.844
H 1.671 2.227 2.981
O 2.237 -2.677 -2.007
H 1.273 -2.568 -2.202
H 2.570 -2.080 -1.529
O -0.494 -2.277 -1.986
H -1.189 -1.537 -1.926
H -1.023 -3.078 -1.832
O -2.427 -0.378 -2.181
H -2.763 -0.220 -3.041
H -3.047 -0.353 -1.497
O 1.845 2.689 -0.975
H 2.046 3.548 -1.050
H 2.607 1.997 -1.286
O -1.573 -0.285 3.123
H -2.078 -1.117 3.365
H -2.251 0.026 2.513
O -1.051 -3.291 1.593
H -0.138 -2.897 1.696
H -0.870 -3.691 0.785
O 1.464 -1.793 2.244
H 1.216 -1.487 3.080
H 2.330 -1.283 1.954
*
```

Output
HOMO level (eV): -13.18
HOMO-LUMO gap (eV): 9.891

Mulliken population analysis, charges in e, atoms 1 to 4:
1. N -0.1204
2. H 0.3149
3. H 0.3205
4. H 0.3752


Most stable = i